# 1
A 4-piece molecular cluster, C23H41BrO17S3 overall at a distorted geometry. Source: the Open Molecules 2025 dataset; level of theory: ωB97M-V/def2-TZVPD.

The geometry in ORCA input format:
```
! RIJCOSX wB97M-V def2-TZVPD def2/J DEFGRID3
* xyz 0 1
C -1.847 -6.864 0.272
C -1.080 -6.715 1.570
O -1.608 -6.353 2.537
O 0.242 -7.031 1.539
C 1.067 -5.969 2.089
C 2.394 -5.863 1.353
C 3.087 -4.489 1.527
C 2.875 -3.493 0.359
C 1.394 -3.271 0.051
C 0.682 -4.225 -0.914
C 1.241 -4.265 -2.365
C 1.632 -5.663 -2.827
C 2.538 -5.552 -4.061
Br 0.047 -6.679 -3.407
O -0.610 -3.553 -1.087
C -0.573 -2.298 -0.581
O -1.477 -1.692 -0.206
C 0.942 -1.948 -0.570
C 1.176 -0.643 0.198
C 1.262 0.585 -0.723
C -0.041 0.863 -1.497
C -0.115 0.203 -2.866
O -1.270 0.683 -3.554
H -1.124 -6.893 -0.543
H -2.388 -7.808 0.233
H -2.511 -6.016 0.153
H 1.239 -6.151 3.151
H 0.482 -5.052 2.026
H 2.278 -6.059 0.285
H 3.030 -6.671 1.717
H 4.151 -4.686 1.654
H 2.761 -4.047 2.474
H 3.449 -3.887 -0.484
H 3.303 -2.555 0.713
H 0.941 -3.198 1.047
H 0.465 -5.226 -0.557
H 2.108 -3.601 -2.433
H 0.481 -3.860 -3.026
H 2.172 -6.192 -2.044
H 2.861 -6.531 -4.402
H 1.996 -5.015 -4.838
H 3.388 -4.918 -3.795
H 1.368 -1.748 -1.552
H 2.122 -0.663 0.750
H 0.404 -0.475 0.951
H 1.457 1.493 -0.144
H 2.109 0.493 -1.407
H -0.076 1.932 -1.699
H -0.921 0.642 -0.891
H 0.778 0.490 -3.430
H -0.154 -0.887 -2.803
H -1.781 -0.066 -3.878
O 1.810 3.168 -1.631
S 1.918 4.203 -0.670
O 2.783 4.116 0.446
O 0.437 4.556 -0.162
C 0.151 5.941 -0.410
C 0.984 6.296 -1.621
O 2.216 5.580 -1.439
H 0.453 6.514 0.465
H -0.913 6.083 -0.584
H 1.169 7.364 -1.702
H 0.519 5.937 -2.543
O 0.964 8.896 3.801
S -0.181 8.533 3.054
O -0.226 8.610 1.636
O -1.445 9.321 3.648
C -2.451 8.386 4.068
C -1.684 7.140 4.454
O -0.630 7.055 3.487
H -3.116 8.197 3.223
H -3.024 8.795 4.895
H -2.299 6.245 4.427
H -1.231 7.241 5.444
O -5.882 4.513 0.478
S -4.506 4.333 0.761
O -3.739 5.327 1.422
O -3.762 3.916 -0.598
C -3.100 2.653 -0.425
C -3.922 1.923 0.613
O -4.313 2.945 1.543
H -2.086 2.845 -0.066
H -3.053 2.117 -1.370
H -3.360 1.142 1.117
H -4.827 1.495 0.177
*
```

**SMILES**: CC(=O)OCCCC[C@@H]1[C@H](C[C@H](C)Br)OC(=O)[C@H]1CCCCO.O=S1(=O)OCCO1.O=S1(=O)OCCO1.O=S1(=O)OCCO1
**Gap between HOMO and LUMO**: 10.721 eV
**Energy above the lowest of the compared OMol25 structures with the same formula, charge and spin**: 0.0 kcal per mole


# 2
C23H41FNO11PS as an isolated structure at a distorted geometry. Source: the Open Molecules 2025 dataset; level of theory: ωB97M-V/def2-TZVPD.

The geometry in ORCA input format:
```
! RIJCOSX wB97M-V def2-TZVPD def2/J DEFGRID3
* xyz 0 1
C 1.005 1.127 1.113
C 1.603 0.014 1.975
P 1.943 -1.515 1.002
C 0.566 -1.610 -0.227
N 1.672 -2.755 2.231
C 0.323 -2.858 2.859
C -0.771 -3.630 2.114
C -1.947 -2.828 1.584
C -2.083 -1.447 1.684
C -3.187 -0.793 1.136
C -4.179 -1.508 0.474
C -4.064 -2.892 0.372
C -2.961 -3.535 0.919
S 2.391 -4.184 1.915
O 3.799 -4.075 1.996
O 1.706 -5.220 2.602
F 2.058 -4.384 0.391
H 1.284 1.020 0.068
H -0.075 1.153 1.209
H 1.369 2.099 1.430
H 2.588 0.330 2.309
H 1.021 -0.169 2.875
H 0.186 -2.617 -0.355
H -0.240 -0.908 -0.049
H 1.028 -1.326 -1.170
H 0.466 -3.332 3.826
H 0.034 -1.841 3.081
H -0.381 -4.214 1.286
H -1.174 -4.362 2.809
H -1.321 -0.851 2.164
H -3.254 0.282 1.214
H -5.017 -0.988 0.040
H -4.823 -3.459 -0.143
H -2.874 -4.610 0.834
C 3.538 -3.778 -3.669
C 2.358 -3.944 -4.601
O 1.971 -2.694 -5.194
C 2.710 -2.302 -6.229
O 3.628 -2.906 -6.719
O 2.242 -1.125 -6.648
C 2.966 -0.562 -7.744
H 3.329 -3.008 -2.925
H 3.749 -4.714 -3.152
H 4.431 -3.478 -4.216
H 1.481 -4.279 -4.049
H 2.563 -4.676 -5.381
H 3.047 -1.272 -8.563
H 3.959 -0.253 -7.421
H 2.401 0.308 -8.067
C 0.480 4.886 4.445
C -0.355 4.146 3.423
O -0.170 2.724 3.519
C -0.856 2.123 4.490
O -1.627 2.644 5.250
O -0.564 0.822 4.447
C -1.216 0.018 5.435
H 1.527 4.595 4.362
H 0.401 5.961 4.288
H 0.147 4.660 5.457
H -0.041 4.405 2.413
H -1.413 4.388 3.519
H -2.292 0.172 5.415
H -0.819 0.236 6.425
H -0.993 -1.012 5.169
C -0.783 4.565 -4.160
C -0.673 5.476 -2.957
O -1.789 5.313 -2.067
C -1.723 4.260 -1.259
O -0.820 3.467 -1.191
O -2.834 4.230 -0.521
C -2.914 3.117 0.372
H -1.741 4.713 -4.661
H 0.019 4.777 -4.867
H -0.716 3.519 -3.866
H -0.704 6.520 -3.262
H 0.258 5.311 -2.414
H -2.023 3.050 0.994
H -3.046 2.192 -0.187
H -3.785 3.292 0.999
*
```

**Gap between HOMO and LUMO**: 9.239 eV
**Energy above the lowest of the compared OMol25 structures with the same formula, charge and spin**: 0.0 kcal per mole


# 3
A 3-piece molecular cluster, C23H41IN3O8PS overall at a distorted geometry. Source: the Open Molecules 2025 dataset; level of theory: ωB97M-V/def2-TZVPD.

The geometry in ORCA input format:
```
! RIJCOSX wB97M-V def2-TZVPD def2/J DEFGRID3
* xyz 0 1
C -2.953 6.589 0.990
C -2.950 5.048 1.477
C -2.976 4.138 0.155
C -2.472 2.629 0.365
C -3.037 1.919 1.704
C -2.624 0.349 1.584
C -1.011 0.151 1.719
C -0.731 -1.428 1.689
C 0.464 -1.847 0.667
O 0.375 -3.299 0.554
C 0.636 -3.748 -0.802
C 1.910 -1.356 1.239
O 2.952 -1.381 0.234
C 3.690 -0.165 0.177
O 2.862 0.993 -0.168
I 4.620 0.386 2.123
C 4.919 -0.201 -0.868
C 4.544 -0.837 -2.289
C 3.383 -0.029 -3.076
O 2.227 -0.552 -3.010
N 3.646 1.250 -3.801
C 2.326 1.943 -3.932
C 1.290 1.590 -5.054
C -0.084 2.290 -5.136
C -0.499 3.375 -4.113
C 0.533 3.776 -3.017
C 1.923 3.068 -2.933
P 2.318 -2.462 2.764
S 1.755 -1.518 4.373
H -2.217 6.801 0.140
H -2.736 7.323 1.840
H -4.009 6.857 0.603
H -3.873 4.843 2.131
H -2.018 4.849 2.121
H -4.020 4.160 -0.335
H -2.254 4.637 -0.602
H -1.334 2.649 0.455
H -2.746 1.968 -0.527
H -2.463 2.335 2.600
H -4.169 2.066 1.844
H -3.208 -0.292 2.333
H -2.938 0.017 0.526
H -0.530 0.694 0.839
H -0.693 0.655 2.709
H -0.569 -1.887 2.731
H -1.676 -1.951 1.276
H 0.248 -1.431 -0.381
H 1.729 -3.522 -1.036
H 0.474 -4.893 -0.797
H -0.117 -3.252 -1.501
H 1.705 -0.314 1.685
H 3.090 1.735 0.440
H 5.414 0.829 -0.989
H 5.715 -0.887 -0.385
H 4.204 -1.920 -2.214
H 5.472 -0.821 -2.983
H 4.245 1.814 -3.166
H 1.606 0.780 -5.792
H -0.793 1.951 -5.962
H -1.530 3.851 -4.175
H 0.256 4.601 -2.267
H 2.615 3.427 -2.087
H 1.757 -3.770 2.665
H 3.770 -2.526 2.780
C -4.739 -2.968 -1.501
N -4.633 -1.826 -0.556
O -5.082 -0.752 -0.922
O -4.102 -2.048 0.519
H -5.229 -2.627 -2.411
H -3.727 -3.313 -1.714
H -5.327 -3.744 -1.013
C 0.531 -6.643 3.913
N 1.727 -6.076 4.588
O 1.871 -4.864 4.550
O 2.479 -6.868 5.132
H -0.044 -5.828 3.475
H 0.882 -7.326 3.140
H -0.055 -7.167 4.667
*
```

**SMILES**: CCCCCCCC[C@H](OC)[C@H](O[C@@](O)(I)CCC(=O)Nc1ccccc1)[PH2]=S.C[N+](=O)[O-].C[N+](=O)[O-]
**Gap between HOMO and LUMO**: 8.205 eV